{"formula": "C10H20ClIN2OPSeYb", "method": "the ωB97M-V functional and the def2-TZVPD basis", "symbols": ["C", "I", "H", "H", "H", "Yb", "P", "C", "C", "H", "H", "H", "C", "H", "H", "H", "H", "H", "H", "C", "O", "Cl", "C", "N", "C", "C", "N", "C", "C", "Se", "H", "H", "H", "H", "H", "H", "H", "H"], "positions_angstrom": [[0.104386, -4.524767, -3.248515], [1.153963, -2.800909, -2.399019], [-0.970678, -4.476781, -3.051883], [0.579719, -5.392101, -2.782936], [0.346051, -4.450317, -4.311248], [-0.582805, -1.241291, -0.610335], [0.045836, 1.339354, -2.167777], [1.447757, 1.797692, -3.243069], [-1.123104, 0.742212, -3.449008], [-1.553469, 2.914239, -1.277497], [-0.791336, 3.535758, -2.795528], [0.107435, 3.564031, -1.238613], [-0.619550, 3.007609, -1.846165], [-2.108692, 0.559471, -2.991126], [-1.204613, 1.527068, -4.218942], [1.087015, 2.453140, -4.051020], [1.904847, 0.889358, -3.658427], [-0.756868, -0.192194, -3.904506], [2.191079, 2.327713, -2.630420], [1.748522, -0.298068, -0.803440], [2.890622, -0.120767, -0.814963], [-2.189564, 0.456765, 0.162771], [2.334534, 0.259906, 3.075254], [0.922220, 0.243203, 3.382142], [0.310963, 1.121140, 4.261547], [-1.001295, 0.767899, 4.329969], [-1.171942, -0.320456, 3.495143], [-2.423045, -1.037844, 3.352466], [0.023581, -0.692294, 2.935337], [0.394704, -2.197210, 1.927943], [2.541838, -0.485642, 2.307775], [2.927981, 0.036544, 3.967922], [2.611143, 1.251869, 2.705774], [0.857523, 1.903816, 4.755219], [-1.824336, 1.186125, 4.898705], [-2.748473, -1.429593, 4.328458], [-3.188226, -0.357286, 2.956026], [-2.273740, -1.867387, 2.651979]], "atomic_forces_ev_per_a": [[0.2, -0.1, -0.2], [-0.2, -0.9, -0.6], [0.4, 0.2, 0.0], [-0.2, 0.3, -0.1], [-0.2, -0.1, 0.3], [0.3, 1.9, 1.3], [-0.7, 0.6, -1.2], [0.4, -0.3, 0.3], [-0.2, -0.2, 0.0], [0.2, 0.2, -0.2], [0.1, -0.2, 0.3], [-0.2, -0.1, -0.2], [-0.1, -0.1, 0.7], [0.2, 0.1, -0.3], [-0.1, -0.4, 0.2], [0.2, -0.3, 0.3], [0.0, 0.3, -0.1], [-0.1, 0.3, 0.0], [-0.1, -0.1, -0.3], [3.9, -0.6, 0.9], [-3.7, 0.0, -0.2], [0.3, -0.8, -0.2], [0.6, 0.2, -0.1], [-0.9, -0.8, 0.0], [-0.5, -0.5, -0.4], [0.4, -0.1, -0.3], [1.1, -0.5, 0.0], [-0.6, -0.2, 0.0], [-0.7, 2.5, 1.5], [-0.2, -0.4, -1.3], [0.0, 0.1, 0.1], [-0.2, 0.0, -0.2], [0.0, -0.2, 0.1], [0.0, 0.0, 0.0], [0.2, -0.1, -0.2], [0.2, 0.1, -0.4], [0.2, -0.2, 0.1], [-0.1, 0.3, 0.3]], "nbo_charge": [-0.6443, 0.2165, 0.2431, 0.2594, 0.2582, 1.4462, 0.8569, -0.9396, -0.9573, 0.2642, 0.2567, 0.2562, -0.9259, 0.2512, 0.2682, 0.2625, 0.2412, 0.2351, 0.2553, 0.4266, -0.4224, -0.5462, -0.4209, -0.3258, -0.0351, -0.0372, -0.3169, -0.4198, 0.2263, -0.1721, 0.2311, 0.2448, 0.2286, 0.2591, 0.2641, 0.2427, 0.2392, 0.2303], "multiplicity": 2, "total_energy_ha": -5236.672089, "total_charge": 2}